# C5H13N2

A 2-piece molecular cluster, C5H13N2 overall in a non-equilibrium geometry (ωB97M-V/def2-TZVPD, the Open Molecules 2025 dataset).

Output
**Lowest unoccupied orbital energy**: -3.775 eV
**Calculated total energy**: -8367.867 eV
**Kohn-Sham gap**: 0.271 Ha
**Maximum force**: 3.16 eV Å⁻¹
**HOMO**: -11.142 eV

The geometry in ORCA input format:
```
! RIJCOSX wB97M-V def2-TZVPD def2/J DEFGRID3
* xyz 1 1
C -0.43 -0.84 -1.35
C -1.28 -0.03 -0.40
C -2.59 -0.20 -0.24
N -3.30 0.62 0.77
H -1.04 -1.48 -2.00
H 0.16 -0.16 -1.98
H 0.28 -1.46 -0.77
H -0.79 0.69 0.25
H -3.25 -0.89 -0.76
H -2.62 1.25 1.19
H -4.04 1.21 0.33
H -3.72 0.03 1.47
C 2.53 -0.56 1.33
C 2.36 0.26 0.26
N 3.40 0.71 -0.60
H 3.54 -0.89 1.65
H 1.72 -0.97 1.92
H 1.40 0.51 -0.06
H 4.31 0.51 -0.20
H 3.35 1.70 -0.79
*
```

---

# C13H24Cl3LiN3O3Ta

C13H24Cl3LiN3O3Ta as an isolated structure in a non-equilibrium geometry (ωB97M-V/def2-TZVPD, the Open Molecules 2025 dataset).

Output
**Lowest unoccupied orbital energy**: -9.768 eV
**Calculated total energy**: -63791.899 eV
**Kohn-Sham gap**: 0.223 Ha
**Maximum force**: 8.12 eV Å⁻¹
**HOMO**: -15.832 eV

The geometry in ORCA input format:
```
! RIJCOSX wB97M-V def2-TZVPD def2/J DEFGRID3
* xyz 2 1
N 0.29 1.88 -1.31
C 0.65 3.07 -1.85
O 0.20 4.15 -2.05
Li -1.03 3.30 -0.87
Ta 0.13 0.15 -0.45
N 1.81 -0.32 0.53
N -0.53 -1.66 -1.36
C 2.93 0.69 0.68
C -1.91 -1.79 -1.93
C 3.44 1.00 -0.72
C 4.11 0.19 1.51
C 2.36 1.94 1.35
C -2.01 -2.83 -3.03
C -2.98 -2.11 -0.85
C -2.26 -0.41 -2.55
H 3.84 0.07 -1.16
H 4.27 1.73 -0.67
H 2.66 1.40 -1.38
H 3.84 -0.01 2.55
H 4.89 0.97 1.53
H 4.57 -0.70 1.06
H 1.60 2.45 0.73
H 3.18 2.67 1.51
H 1.91 1.70 2.32
H -1.22 -2.66 -3.77
H -2.97 -2.73 -3.55
H -1.95 -3.85 -2.66
H -2.82 -3.10 -0.40
H -3.99 -2.10 -1.31
H -2.98 -1.36 -0.03
H -2.47 0.36 -1.77
H -3.16 -0.52 -3.19
H -1.41 -0.09 -3.18
C 0.17 -3.00 -1.27
H 1.17 -2.88 -0.95
H -0.35 -3.60 -0.58
H 0.21 -3.49 -2.20
C 1.99 -1.56 1.32
H 2.29 -1.33 2.35
H 1.05 -2.12 1.37
H 2.75 -2.24 0.90
Cl -4.00 2.99 2.54
C -2.59 1.80 2.49
Cl -1.31 2.45 3.44
Cl -3.18 0.29 3.15
C -2.06 1.56 1.12
O -2.13 2.44 0.11
O -1.29 0.52 0.91
*
```

---

# C6H16N4

A 2-piece molecular cluster, C6H16N4 overall in a non-equilibrium geometry (ωB97M-V/def2-TZVPD, the Open Molecules 2025 dataset).

Output
**Lowest unoccupied orbital energy**: -7.717 eV
**Calculated total energy**: -12422.383 eV
**Kohn-Sham gap**: 0.318 Ha
**Maximum force**: 4.78 eV Å⁻¹
**HOMO**: -16.376 eV

The geometry in ORCA input format:
```
! RIJCOSX wB97M-V def2-TZVPD def2/J DEFGRID3
* xyz 2 1
C 2.37 0.31 0.32
C -1.22 0.25 0.18
C 4.38 -0.30 -1.12
C -1.98 -0.80 -1.67
C -2.57 -1.77 0.47
C -3.17 1.32 1.05
N 3.03 -0.47 -0.56
N -1.99 -0.73 -0.36
N 2.94 1.34 0.84
N -1.73 1.22 0.78
H 4.20 0.28 -1.99
H 4.92 0.02 -0.36
H 4.62 -1.29 -1.38
H -1.54 0.06 -2.28
H 1.35 0.09 0.61
H -2.64 -1.47 -2.30
H -1.92 -2.59 0.65
H -2.88 -1.12 1.35
H -3.38 -2.22 -0.15
H -3.47 1.09 2.08
H -3.72 0.54 0.39
H -3.44 2.34 0.83
H 2.66 -1.33 -0.83
H 2.46 1.77 1.56
H 3.99 1.45 0.75
H -1.27 2.03 1.14
*
```

---

# C4H4FNS

One molecule with the formula C4H4FNS in a non-equilibrium geometry (ωB97M-V/def2-TZVPD, the Open Molecules 2025 dataset).

Output
**Lowest unoccupied orbital energy**: -1.132 eV
**SMILES**: C[C@@](F)(C#N)C=S
**Calculated total energy**: -19254.039 eV
**Kohn-Sham gap**: 0.312 Ha
**Maximum force**: 2.05 eV Å⁻¹
**HOMO**: -9.629 eV

The geometry in ORCA input format:
```
! RIJCOSX wB97M-V def2-TZVPD def2/J DEFGRID3
* xyz 0 1
C -0.68 -1.21 1.22
C -0.57 -0.39 -0.09
F -1.17 -1.14 -1.07
C -1.24 0.92 0.10
N -1.63 2.01 0.23
C 0.73 0.04 -0.64
S 2.13 0.24 0.10
H -1.68 -1.55 1.34
H -0.07 -2.07 1.07
H -0.32 -0.67 2.10
H 0.49 0.41 -1.65
*
```